(1)
The following is a DFT calculation (ωB97M-V/def2-TZVPD) of C3H4ClN3 in the gas phase.

Properties
- Orbital gap (alpha / beta): 7.59 / 7.58 eV
- Charge: 0

Each line ends with the Mulliken charge.
CARTESIAN COORDINATES (ANGSTROEM)
Cl (-0.16, -3.88, 1.34)  -0.1149
N (-0.66, -2.29, 0.81)  -0.1921
N (-1.09, -1.26, -1.16)  -0.4192
N (-0.88, -2.28, -0.46)  0.1027
C (1.02, -0.72, 0.77)  0.0085
C (-0.97, 0.03, -0.59)  -0.2824
C (0.41, 0.09, -0.02)  -0.3287
H (1.04, 0.99, -0.26)  0.3119
H (-1.19, 0.77, -1.38)  0.3039
H (-1.88, 0.10, 0.11)  0.2551
H (1.76, -1.45, 1.06)  0.3552

(2)
The following is a DFT calculation (ωB97M-V/def2-TZVPD) of C11H9N5 in the gas phase.

Properties
- Orbital gap: 7.72 eV
- Structure (SMILES): c1ccc2c(c1)NN1Nc3cccnc3N21
- Charge: 0

Each line ends with the Mulliken charge.
CARTESIAN COORDINATES (ANGSTROEM)
N (0.07, 1.82, -1.49)  -0.5008
N (1.50, -1.02, 0.10)  -0.2813
N (0.91, -1.92, 1.04)  -0.4008
N (0.36, -0.47, -0.60)  0.1866
N (2.36, 0.04, 0.58)  -0.3201
C (1.56, 3.47, -0.74)  -0.3617
C (-1.42, -2.81, 1.43)  -1.0901
C (-2.03, -0.86, -0.67)  -0.3116
C (2.34, 2.49, -0.07)  -0.6540
C (-0.79, -1.08, -0.18)  0.1241
C (-3.15, -1.56, -0.05)  -0.5831
C (0.68, 0.90, -0.70)  0.2987
C (1.83, 1.18, 0.00)  0.6123
C (-2.83, -2.48, 0.96)  -0.3149
C (0.48, 3.08, -1.51)  -0.4867
C (-0.47, -1.98, 0.79)  0.8076
H (-3.68, -3.04, 1.22)  0.3622
H (3.30, 2.84, 0.42)  0.3056
H (1.13, -1.52, 1.97)  0.3060
H (0.21, 3.82, -2.18)  0.4001
H (-4.12, -1.41, -0.58)  0.3193
H (1.89, 4.46, -0.71)  0.4267
H (3.35, -0.15, 0.34)  0.2909
H (-1.26, -3.62, 2.14)  0.4305
H (-2.21, -0.17, -1.49)  0.4346

(3)
The following is a DFT calculation (ωB97M-V/def2-TZVPD) of CClNO2S2 as an isolated structure.

Properties
- Orbital gap: 8.64 eV
- Charge: 0

Each line ends with the Mulliken charge.
CARTESIAN COORDINATES (ANGSTROEM)
Cl (-1.44, 0.34, 1.82)  -0.0059
S (1.20, 1.79, 1.43)  -0.1018
S (0.05, -0.74, -1.07)  0.9840
O (0.08, -1.35, -2.37)  -0.4617
O (0.43, -1.64, 0.00)  -0.4459
N (-0.28, 0.71, -0.88)  -0.3879
C (-0.05, 0.89, 1.07)  0.4190

(4)
The following is a DFT calculation (ωB97M-V/def2-TZVPD) of C48H52Cl2N9NiO as an isolated structure.

Properties
- Orbital gap (alpha / beta): 8.02 / 7.30 eV
- Spin multiplicity: 3
- Charge: +1

Each line ends with the Mulliken spin population.
CARTESIAN COORDINATES (ANGSTROEM)
Ni (-3.38, 0.65, -0.27)  1.7853
Cl (2.95, -0.48, 4.12)  0.0000
Cl (3.26, -3.45, 4.03)  0.0000
O (-1.67, -0.38, 0.26)  0.0771
N (-1.11, -3.64, -2.82)  0.0000
N (-2.93, 0.77, -2.34)  0.0451
N (3.78, 2.66, 0.10)  0.0001
N (-4.44, -1.22, -0.69)  0.0210
N (0.32, 2.36, 4.11)  0.0002
N (-4.10, 0.27, 1.76)  0.0459
N (4.05, -2.87, 0.31)  0.0001
N (4.28, 2.57, -4.71)  0.0000
N (-2.70, 2.60, 0.03)  0.0174
C (-0.39, -0.90, 0.36)  0.0058
C (-3.00, 3.63, -0.79)  0.0034
C (5.93, -1.94, -0.81)  -0.0002
C (-1.73, 1.22, -2.76)  -0.0067
C (-4.82, 1.09, 2.54)  -0.0028
C (-0.51, -4.70, -2.29)  0.0001
C (-3.86, -0.96, 2.30)  -0.0002
C (-3.45, 0.33, -4.65)  0.0023
C (-0.40, -2.54, -3.00)  -0.0009
C (5.82, 2.57, 1.37)  0.0000
C (-2.55, 4.93, -0.63)  0.0002
C (2.52, -2.01, 3.32)  -0.0003
C (-5.69, -1.52, -0.32)  -0.0020
C (4.50, 0.22, -4.67)  0.0000
C (-2.08, 1.43, 5.21)  -0.0001
C (6.16, -3.97, 0.43)  0.0000
C (4.75, 1.44, -5.25)  0.0000
C (3.72, 0.13, -3.51)  0.0003
C (3.70, 2.56, 2.50)  0.0000
C (0.92, -2.41, -2.63)  0.0010
C (4.60, -1.92, -0.46)  0.0001
C (-2.24, 0.87, -5.06)  -0.0026
C (-3.73, -2.22, -1.25)  -0.0175
C (5.09, 2.60, 2.57)  0.0001
C (4.79, -3.90, 0.68)  0.0000
C (1.56, -3.52, -2.07)  0.0000
C (3.48, 2.49, -3.66)  0.0005
C (5.12, 2.60, 0.18)  0.0000
C (-6.31, -2.74, -0.58)  0.0035
C (-0.17, 1.14, 3.79)  -0.0004
C (-1.39, 0.69, 4.27)  0.0004
C (-1.35, 1.31, -4.08)  0.0032
C (-5.56, -3.77, -1.10)  -0.0016
C (-1.85, 2.92, 1.01)  -0.0030
C (3.12, 2.53, 1.25)  0.0006
C (-1.54, 2.63, 5.64)  -0.0001
C (-3.77, 0.36, -3.29)  0.0002
C (6.74, -2.95, -0.31)  0.0000
C (-5.18, -0.51, 4.27)  -0.0023
C (-1.64, 5.19, 0.38)  -0.0021
C (0.76, -0.02, -0.14)  0.0047
C (-1.24, 4.15, 1.22)  0.0024
C (0.82, -4.67, -1.88)  -0.0002
C (-5.41, 0.75, 3.75)  0.0034
C (-4.24, -3.49, -1.45)  0.0031
C (3.15, 1.29, -3.02)  0.0006
C (-0.38, 3.07, 5.01)  -0.0001
C (-4.41, -1.37, 3.50)  0.0028
H (2.77, -1.96, 2.26)  0.0002
H (-1.23, 6.20, 0.40)  0.0000
H (-2.88, 5.70, -1.30)  0.0001
H (2.04, 2.55, 1.18)  -0.0008
H (1.75, -0.46, 0.02)  -0.0022
H (-3.63, 3.45, -1.64)  -0.0007
H (-2.01, 3.27, 6.37)  0.0000
H (2.49, 1.28, -2.16)  -0.0014
H (7.81, -2.98, -0.42)  0.0000
H (1.45, -2.12, 3.44)  0.0001
H (-2.73, -1.93, -1.54)  0.0088
H (-4.79, 0.11, -3.02)  -0.0003
H (-4.97, 2.08, 2.14)  0.0009
H (-6.06, -4.69, -1.38)  0.0000
H (3.08, 3.42, -3.26)  0.0000
H (1.23, -5.48, -1.29)  0.0000
H (-0.43, -1.86, -0.17)  -0.0048
H (4.31, -4.68, 1.27)  0.0000
H (-7.36, -2.76, -0.30)  0.0001
H (6.30, -1.15, -1.45)  0.0000
H (0.08, 4.04, 5.19)  0.0000
H (-4.06, -2.30, 3.93)  0.0004
H (5.59, 2.62, -0.79)  0.0000
H (-4.15, -0.01, -5.39)  0.0001
H (-0.32, 1.61, -4.27)  0.0006
H (-3.04, 1.15, 5.62)  0.0000
H (-5.66, -0.84, 5.18)  0.0000
H (0.40, 0.54, 3.11)  -0.0014
H (-1.10, 1.57, -1.96)  0.0026
H (5.41, 1.52, -6.10)  0.0000
H (0.74, 0.97, 0.33)  -0.0023
H (0.71, 0.13, -1.23)  0.0006
H (-3.67, -4.26, -1.96)  0.0005
H (-0.09, -1.08, 1.41)  0.0076
H (6.76, -4.74, 0.90)  0.0000
H (-6.23, -0.68, 0.09)  0.0015
H (3.39, -0.84, -3.15)  0.0000
H (-0.50, 4.35, 1.98)  0.0002
H (-6.01, 1.47, 4.27)  0.0001
H (-0.93, -1.64, -3.31)  0.0005
H (3.05, 2.49, 3.37)  0.0000
H (-1.94, 0.95, -6.09)  0.0000
H (-1.84, -0.22, 3.90)  0.0010
H (6.89, 2.44, 1.45)  0.0000
H (4.88, -0.69, -5.11)  0.0000
H (5.61, 2.57, 3.51)  0.0000
H (2.60, -3.46, -1.75)  -0.0001
H (-1.17, -5.53, -2.06)  0.0000
H (-1.44, 2.15, 1.65)  0.0011
H (1.45, -1.46, -2.60)  -0.0005
H (-3.14, -1.60, 1.83)  -0.0001
H (3.97, -1.13, -0.86)  0.0001

(5)
The following is a DFT calculation (ωB97M-V/def2-TZVPD) of C4H8N2O as an isolated structure.

Properties
- Orbital gap: 8.58 eV
- Charge: 0

Each line ends with the Mulliken charge.
CARTESIAN COORDINATES (ANGSTROEM)
O (-0.41, -2.01, -1.46)  -0.6265
N (-0.03, 2.07, 1.02)  -0.2557
N (-1.89, -1.37, 0.15)  -0.3357
C (-0.35, 0.79, 0.82)  -1.1510
C (-0.70, -1.32, -0.50)  0.5028
C (1.52, -0.12, -0.82)  -1.1576
C (0.22, -0.21, -0.03)  1.0454
H (0.70, -0.04, 1.17)  0.0694
H (-2.60, -2.00, -0.19)  0.2314
H (-0.73, 2.70, 1.38)  0.2474
H (1.28, 0.08, -1.86)  0.3059
H (2.05, -1.08, -0.81)  0.2957
H (-2.10, -0.64, 0.80)  0.2671
H (0.85, 2.50, 0.75)  0.1934
H (2.19, 0.64, -0.43)  0.3681

no.,E_tot (eV)
1,-20161.6150
2,-18998.9947
3,-40810.6874
4,-132159.9637
5,-9302.4553